1.
41
Properties=species:S:1:pos:R:3:forces:R:3 method="wB97M-V/def2-TZVPD" spin_multiplicity=7 e_tot_ha=-4224.73308 charge=+3 homo_energy_ev="-19.60 / -19.63" homo_lumo_gap_ev="10.21 / 10.72"
Tb 0.564 0.148 0.459 -0.374 -0.809 -0.081
As 2.293 2.796 0.763 0.339 -0.442 -0.452
S -2.021 -1.324 -1.353 -0.083 0.092 0.149
O 0.357 -3.532 2.717 -0.029 0.101 0.120
O 2.304 1.217 0.036 0.014 0.749 0.190
O -1.187 -0.123 -0.728 -0.012 -0.252 -0.405
O 0.481 -1.389 2.024 0.046 -0.249 0.105
N 1.123 -3.095 0.683 0.093 0.143 -0.013
N 1.633 -2.118 -0.201 0.065 -0.117 -0.038
C -3.697 -0.655 -1.578 0.077 0.063 0.019
C 0.642 -2.635 1.854 -0.175 0.015 0.349
C -2.705 -0.471 -3.806 0.092 -0.056 -0.021
C -4.004 -0.774 -3.072 -0.106 -0.026 0.092
C 2.170 4.123 -0.574 0.048 0.216 -0.132
C 0.658 2.713 1.764 -0.366 0.348 0.431
C -1.644 -1.330 -3.120 0.022 0.122 -0.064
C -0.210 -3.128 4.033 0.221 -0.205 -0.411
C 3.767 3.008 1.922 0.175 0.060 0.116
H 2.152 5.099 -0.087 0.018 0.011 -0.049
H -0.246 2.705 1.139 0.087 0.092 -0.050
H 0.645 1.892 2.495 0.104 0.087 0.067
H 2.649 -2.068 -0.095 0.011 -0.015 -0.101
H 1.267 3.986 -1.166 0.000 -0.026 0.002
H -2.442 0.585 -3.731 -0.028 0.008 0.023
H -3.606 0.383 -1.250 -0.033 -0.002 -0.008
H -4.808 -0.084 -3.328 0.027 0.024 -0.019
H -0.228 -4.056 4.590 -0.049 0.030 0.052
H 0.584 3.623 2.365 -0.105 -0.045 0.026
H 3.052 4.043 -1.210 -0.009 0.035 -0.003
H -1.207 -2.741 3.855 -0.019 0.041 0.101
H -4.360 -1.779 -3.305 0.023 -0.005 -0.013
H 1.453 -2.429 -1.154 0.012 -0.019 0.014
H -4.365 -1.193 -0.909 -0.047 -0.001 -0.038
H 3.693 2.317 2.759 0.016 -0.012 -0.011
H -1.706 -2.383 -3.405 -0.041 0.012 -0.034
H 0.461 -2.403 4.478 -0.067 0.038 0.079
H 1.418 -4.062 0.604 0.023 0.010 -0.004
H 3.766 4.038 2.283 0.048 -0.020 0.018
H -0.612 -0.996 -3.235 -0.006 -0.018 -0.035
H 4.674 2.816 1.349 0.014 0.017 0.029
H -2.757 -0.724 -4.864 -0.024 0.005 0.001

=====

2.
41
Properties=species:S:1:pos:R:3:forces:R:3 method="wB97M-V/def2-TZVPD" smiles="COC[C@H](CN)OCP(N)O.O=S1(=O)CCCC1" e_tot_ha=-1581.84732 charge=0 homo_energy_ev=-8.28 homo_lumo_gap_ev=8.80
S -1.674 -2.872 2.060 0.112 -0.083 -0.145
P 1.388 3.970 -0.989 0.053 1.370 1.444
O -0.599 -1.967 1.705 -0.112 -0.549 -0.119
O 1.199 1.790 -2.844 1.699 -0.146 1.356
O 0.641 2.952 0.207 -0.137 -0.241 -3.050
O 4.223 0.571 -2.489 -1.022 -0.292 1.164
O -1.692 -4.257 1.639 0.246 0.523 0.010
N -0.498 -0.222 -0.898 -0.381 -0.948 -1.482
N 0.064 5.073 -1.532 -0.137 -2.322 1.127
C 1.635 0.649 -2.030 -0.438 -2.254 -0.179
C -3.280 -2.116 4.035 -0.177 0.245 0.238
C -1.935 -2.811 3.826 0.061 0.010 0.713
C -4.134 -2.387 2.797 -0.252 -0.134 0.076
C 0.378 -0.454 -2.115 1.146 1.159 -0.628
C 4.545 0.971 -1.112 0.640 1.015 1.237
C 1.935 3.024 -2.553 -0.447 0.446 -1.412
C -3.226 -2.124 1.605 -0.489 0.218 -0.208
C 2.950 -0.154 -2.586 -0.707 -0.802 1.058
H 5.651 0.679 -0.774 -2.344 0.346 -1.208
H -4.462 -3.433 2.796 0.023 0.142 -0.056
H 3.834 0.541 -0.287 1.173 0.633 -1.763
H -3.054 -1.051 1.470 0.066 -0.142 0.002
H -1.119 -2.256 4.295 -0.009 -0.204 -0.211
H 2.711 -0.574 -3.665 0.987 1.312 1.991
H -3.768 -2.469 4.949 0.111 0.068 -0.138
H -0.201 -0.214 -3.125 1.283 -0.635 2.139
H 1.722 3.757 -3.471 0.391 -1.493 2.031
H 0.043 2.297 -0.259 0.725 0.539 0.889
H 3.099 2.919 -2.499 -2.225 -0.193 -0.008
H 0.854 -1.525 -2.165 -1.141 1.977 0.179
H -0.159 5.631 -0.655 0.115 -1.014 -1.522
H 4.508 2.160 -1.013 -0.071 -2.512 -0.280
H -5.025 -1.753 2.772 0.126 -0.112 -0.020
H 3.066 -1.116 -1.890 -0.442 1.900 -1.333
H -1.952 -3.837 4.201 0.076 0.115 -0.201
H -0.540 -1.103 -0.332 -0.238 1.330 -0.607
H -3.124 -1.036 4.142 -0.022 -0.158 -0.023
H -1.443 0.043 -1.265 1.084 -0.705 0.807
H 1.766 0.869 -0.887 -0.261 0.035 -2.234
H -0.732 4.399 -1.740 0.708 1.552 0.312
H -3.596 -2.565 0.678 0.227 0.003 0.054

=====

3.
35
Properties=species:S:1:pos:R:3:forces:R:3 method="wB97M-V/def2-TZVPD" e_tot_ha=-755.38489 charge=+1 homo_energy_ev=-13.19 homo_lumo_gap_ev=9.87
Si -0.225 -2.843 0.445 -0.705 1.671 -2.408
N -1.880 -0.843 1.323 -1.660 -1.193 2.133
N 1.668 -1.179 1.646 0.411 -1.065 -1.545
C 0.906 2.228 -0.695 -0.908 -1.649 0.348
C 0.277 2.309 -2.110 1.129 -0.254 1.567
C 3.001 -1.290 1.056 1.594 -2.686 0.301
C -0.834 -0.952 0.629 1.853 -2.019 -2.300
C -1.123 0.332 -1.566 4.146 -0.652 0.698
C -0.011 1.475 0.322 1.584 0.674 -1.170
C -0.271 1.023 -2.645 -1.342 -0.205 2.102
C -0.231 0.070 -0.319 -2.095 1.581 2.125
C -2.785 0.268 1.477 -2.119 0.893 -1.181
H -1.167 -3.374 -0.611 0.310 0.463 0.037
H -0.747 -3.620 1.477 -0.085 -0.662 1.991
H 1.181 3.170 -0.232 0.181 0.256 -0.466
H -1.490 -0.597 -1.791 -1.215 -2.163 -1.509
H 1.634 -0.286 2.001 -0.723 2.173 1.652
H 2.949 -1.943 0.152 0.222 0.164 0.754
H -1.839 0.905 -1.165 -3.110 2.297 0.703
H 0.511 0.352 -2.838 1.000 -0.983 -1.087
H 3.653 -1.773 1.859 -0.387 0.342 -1.427
H -2.152 -1.686 1.923 0.365 1.496 -1.198
H 3.596 -0.443 0.716 -0.936 0.763 0.350
H 1.117 -2.964 -0.082 0.323 -0.201 0.103
H 0.717 -0.317 -0.565 1.199 -0.451 -0.469
H -0.456 3.039 -2.213 -1.513 1.514 0.388
H 1.081 2.689 -2.659 1.138 0.336 -1.556
H 1.565 -1.894 2.348 0.147 0.327 0.520
H -0.975 1.203 -3.418 0.035 0.068 -1.393
H 1.774 1.552 -0.760 0.241 0.652 -0.144
H 0.515 1.527 1.256 0.412 -0.690 0.697
H -3.872 -0.080 1.257 1.939 0.529 0.415
H -2.722 0.643 2.473 -0.144 0.121 0.843
H -2.553 1.132 0.815 -0.078 -1.028 0.330
H -0.814 2.169 0.496 -1.210 -0.419 -0.207

=====

4.
43
Properties=species:S:1:pos:R:3:forces:R:3 method="wB97M-V/def2-TZVPD" e_tot_ha=-1424.89850 charge=+1 homo_energy_ev=-11.93 homo_lumo_gap_ev=5.31
S 3.402 0.312 -2.911 -0.165 0.659 -1.320
O 4.223 0.823 -3.947 0.641 -0.527 -0.354
O 4.332 0.123 -1.597 -1.161 -0.381 -0.825
O 2.251 1.135 -2.623 -0.061 -0.518 1.247
O -0.226 -1.015 0.251 0.407 0.016 1.161
O 0.125 -2.176 4.944 -0.215 0.049 0.073
O -3.601 2.815 -0.619 0.472 -0.485 -0.058
N -1.333 1.026 -1.952 1.960 -0.732 -0.991
N 0.384 -0.359 -0.842 -0.996 0.839 -1.658
N 1.381 -0.839 2.079 3.296 0.320 3.876
N 0.307 1.983 -0.531 -0.540 -0.408 -0.174
C 1.747 -3.939 5.296 0.033 -0.030 0.060
C 1.955 -1.796 -2.029 -0.418 0.430 -0.940
C -4.481 3.798 -1.185 -0.346 0.073 0.152
C 0.496 -1.225 -2.031 0.331 -1.844 0.828
C -5.059 4.682 -0.099 0.112 -0.008 0.093
C -0.225 0.887 -1.126 -0.242 0.847 0.992
C 0.280 -3.553 5.277 0.257 0.101 -0.315
C 2.757 -1.340 -3.286 0.416 -0.653 1.501
C 0.626 -0.924 1.267 -3.660 -0.617 -4.098
H 2.144 -1.358 -4.197 0.358 0.482 0.213
H -0.176 -2.089 -1.864 -0.072 0.616 -0.360
H -0.270 -4.158 4.548 -0.012 -0.152 0.119
H 3.592 -2.054 -3.406 -0.121 0.618 -0.184
H 0.145 2.119 0.463 1.117 -0.139 0.019
H 1.919 -2.896 -2.043 0.049 0.451 0.231
H 0.904 2.566 -1.115 -0.504 0.478 0.295
H 0.511 -2.040 4.072 0.096 0.044 0.116
H -5.276 3.285 -1.731 0.016 0.082 -0.076
H -4.117 2.286 0.001 -0.031 0.150 -0.009
H -5.722 5.436 -0.523 -0.013 -0.034 0.023
H -1.112 1.826 -2.560 -0.707 0.172 0.211
H 5.096 -0.405 -1.901 0.049 0.346 0.246
H 0.244 -0.718 -2.972 -0.042 0.089 0.561
H 2.205 -3.766 4.318 -0.035 -0.087 -0.019
H 2.293 -3.329 6.017 -0.058 -0.041 0.036
H 2.460 -1.417 -1.128 -0.093 -0.540 -0.222
H 1.872 -4.991 5.559 0.033 0.015 -0.031
H -5.622 4.088 0.625 -0.098 0.024 -0.080
H -2.102 1.326 -1.318 -0.106 0.265 -0.238
H -4.261 5.184 0.450 -0.010 0.044 -0.083
H -0.168 -3.707 6.258 -0.062 0.134 -0.042
H -3.903 4.390 -1.893 0.122 -0.145 0.030

=====

What did the third record say?
35
Properties=species:S:1:pos:R:3:forces:R:3 method="wB97M-V/def2-TZVPD" e_tot_ha=-755.38489 charge=+1 homo_energy_ev=-13.19 homo_lumo_gap_ev=9.87
Si -0.225 -2.843 0.445 -0.705 1.671 -2.408
N -1.880 -0.843 1.323 -1.660 -1.193 2.133
N 1.668 -1.179 1.646 0.411 -1.065 -1.545
C 0.906 2.228 -0.695 -0.908 -1.649 0.348
C 0.277 2.309 -2.110 1.129 -0.254 1.567
C 3.001 -1.290 1.056 1.594 -2.686 0.301
C -0.834 -0.952 0.629 1.853 -2.019 -2.300
C -1.123 0.332 -1.566 4.146 -0.652 0.698
C -0.011 1.475 0.322 1.584 0.674 -1.170
C -0.271 1.023 -2.645 -1.342 -0.205 2.102
C -0.231 0.070 -0.319 -2.095 1.581 2.125
C -2.785 0.268 1.477 -2.119 0.893 -1.181
H -1.167 -3.374 -0.611 0.310 0.463 0.037
H -0.747 -3.620 1.477 -0.085 -0.662 1.991
H 1.181 3.170 -0.232 0.181 0.256 -0.466
H -1.490 -0.597 -1.791 -1.215 -2.163 -1.509
H 1.634 -0.286 2.001 -0.723 2.173 1.652
H 2.949 -1.943 0.152 0.222 0.164 0.754
H -1.839 0.905 -1.165 -3.110 2.297 0.703
H 0.511 0.352 -2.838 1.000 -0.983 -1.087
H 3.653 -1.773 1.859 -0.387 0.342 -1.427
H -2.152 -1.686 1.923 0.365 1.496 -1.198
H 3.596 -0.443 0.716 -0.936 0.763 0.350
H 1.117 -2.964 -0.082 0.323 -0.201 0.103
H 0.717 -0.317 -0.565 1.199 -0.451 -0.469
H -0.456 3.039 -2.213 -1.513 1.514 0.388
H 1.081 2.689 -2.659 1.138 0.336 -1.556
H 1.565 -1.894 2.348 0.147 0.327 0.520
H -0.975 1.203 -3.418 0.035 0.068 -1.393
H 1.774 1.552 -0.760 0.241 0.652 -0.144
H 0.515 1.527 1.256 0.412 -0.690 0.697
H -3.872 -0.080 1.257 1.939 0.529 0.415
H -2.722 0.643 2.473 -0.144 0.121 0.843
H -2.553 1.132 0.815 -0.078 -1.028 0.330
H -0.814 2.169 0.496 -1.210 -0.419 -0.207